1.
An isolated molecule of C5H8O, computed with ωB97M-V/def2-TZVPD.

The geometry in XYZ format:
```
14
Properties=species:S:1:pos:R:3:forces:R:3
C -0.4944 0.3182 1.8709 -0.1712 -0.0183 0.2152
O 0.5474 0.4321 0.9301 0.0982 -0.0520 -0.0120
C 0.1475 0.4196 -0.4257 0.0155 0.0179 -0.1754
C 1.4358 0.4133 -1.2386 0.0363 -0.0120 -0.0436
C -0.7070 -0.7492 -0.7259 -0.3454 -0.4111 -0.0225
C -1.4299 -1.7004 -0.8790 0.3173 0.3664 0.0348
H -1.1575 1.1964 1.8609 0.1087 -0.0854 -0.0393
H -0.0130 0.2393 2.8476 -0.1156 0.0552 -0.0977
H -1.0971 -0.5813 1.6931 0.0818 0.1362 0.0683
H -0.4337 1.3298 -0.6554 0.0540 -0.1442 0.0780
H 1.2293 0.4195 -2.3123 -0.0062 0.0138 0.1581
H 2.0304 1.2929 -0.9755 -0.1070 -0.1164 -0.0586
H 2.0110 -0.4829 -0.9905 -0.0800 0.1116 -0.0600
H -2.0687 -2.5473 -0.9996 0.1137 0.1381 -0.0453
```
Positions in Å, forces in eV/Å.

Values from the calculation:
Frontier orbital gap: 11.14 eV
Charge: 0
Energy relative to the best compared isomer or geometry (same formula, charge and spin): 243.5 kJ/mol
SMILES: C#C[C@H](C)OC
E_tot: -7359.731 eV

***

2.
A 11-piece molecular cluster, C22H64B5F20N6O6 overall, computed with ωB97M-V/def2-TZVPD.

The geometry in XYZ format:
```
123
Properties=species:S:1:pos:R:3:forces:R:3
C 4.3453 -1.9916 13.2074 0.6846 -1.4467 0.0836
C 5.3101 -2.9643 12.4818 0.4763 1.7879 -1.6357
O 5.3328 -3.1154 11.2687 0.0251 -0.2486 2.5153
N 6.4390 -3.6461 13.2673 0.8766 1.4308 -1.3221
H 6.3256 -3.7932 14.2601 -0.4983 0.3596 1.2016
H 6.5967 -4.5921 12.9508 -0.2165 -0.7573 -0.6030
C 7.8430 -2.9767 13.0253 -0.6655 -0.1631 0.9170
H 3.6580 -1.5335 12.4962 0.0638 -0.5750 0.1489
H 4.7254 -1.2147 13.8709 0.9808 -0.1820 -0.2805
H 3.8614 -2.6454 13.9330 -0.7554 -0.0094 -0.0517
H 7.8887 -1.9580 13.4103 -0.5855 -0.0950 -0.1605
H 8.0939 -2.9873 11.9646 -0.2175 -0.2341 0.2045
H 8.5179 -3.5540 13.6572 0.0411 -0.0777 -0.4153
C 6.2547 2.7379 14.8868 0.7107 -0.6223 0.5303
C 7.0798 1.4740 15.0099 -2.5953 -3.3340 -2.4569
O 6.6287 0.3554 14.7269 2.2080 3.9521 1.5165
N 8.5582 1.6238 15.3084 -0.3588 -2.4471 0.2942
H 9.0107 2.2131 14.6243 0.0634 0.4549 -0.1829
H 8.6477 1.9680 16.2536 0.1928 0.7238 0.1724
C 9.2774 0.2410 15.3357 0.2131 0.3759 -0.6074
H 6.3530 3.3284 15.7977 -0.2909 0.0557 0.0876
H 5.2410 2.3830 14.7004 0.0925 0.3645 0.0972
H 6.6173 3.3547 14.0645 0.0163 -0.1739 -0.1693
H 9.0135 -0.2632 16.2654 0.0476 0.0442 -0.2462
H 10.3400 0.4589 15.2291 -0.0078 -0.1577 0.3399
H 8.9888 -0.3317 14.4543 -0.1510 0.1764 0.2548
C 4.6730 -10.0243 9.6966 0.3081 -0.1384 -1.8458
C 5.0268 -8.5757 10.0462 1.0163 -1.5647 2.1245
C 4.4583 -7.5010 9.2031 -1.3415 1.0473 -0.1472
O 4.8143 -6.1428 9.5244 1.2704 -3.4696 0.7340
C 4.1880 -5.1673 8.7654 -0.9503 0.4985 0.2237
N 4.4456 -8.5428 11.4989 0.7169 0.7439 -1.6043
H 3.4398 -8.6346 11.5052 -0.4526 0.2420 -0.2146
H 4.8003 -9.3579 11.9782 0.5681 0.1890 0.6433
H 4.7284 -7.6553 11.8893 0.5005 0.6030 1.2091
H 3.6972 -10.3788 10.0287 -0.2270 0.4420 -0.0707
H 5.3756 -10.7847 10.0378 0.3130 0.4345 0.3665
H 4.7097 -10.1149 8.6110 -0.2248 -0.1937 -0.1188
H 6.1061 -8.4606 10.1463 0.0287 -0.0113 0.4427
H 3.4136 -7.7417 9.4003 -1.0099 0.9548 -0.6198
H 4.6365 -7.6891 8.1444 0.1819 -0.1962 -0.0748
H 4.8754 -4.3220 8.7977 -0.4551 0.2430 -0.0782
H 3.2412 -4.9912 9.2760 -0.1536 0.8425 -0.2410
H 3.9511 -5.4536 7.7406 0.3255 -0.2187 -0.2404
C 9.0306 -1.0702 8.4858 0.7780 -0.4315 0.2882
C 9.6864 -2.4534 8.5476 0.1731 0.9777 -1.2487
C 8.6568 -3.5292 8.5299 -1.1342 -0.6421 0.6865
O 9.1385 -4.7745 8.8947 1.4655 -0.3328 -0.3249
C 8.1568 -5.6827 9.2162 -1.1532 -2.1629 -0.3928
N 10.6145 -2.5052 7.2658 -1.0540 0.5063 1.3114
H 10.0500 -2.3686 6.4395 -0.4624 -0.3260 -0.5934
H 11.3342 -1.8002 7.1944 0.3249 0.8742 0.5659
H 11.1436 -3.3593 7.1627 0.3278 -1.7904 -0.2172
H 9.8552 -0.4607 8.8556 -0.5842 0.9122 -0.2552
H 8.1676 -0.9658 9.1434 0.2874 -0.1251 0.0653
H 8.7246 -0.8168 7.4708 0.0723 0.1707 -0.0017
H 10.3532 -2.4486 9.4098 -0.1014 -0.6172 -0.0226
H 8.0431 -3.6182 7.6335 0.3433 0.3456 -0.7603
H 7.8942 -3.2991 9.2740 -0.0446 0.7136 0.4021
H 8.5892 -6.6389 9.5108 0.5282 0.5844 1.4407
H 7.6166 -6.1657 8.4019 -0.3232 0.9037 -1.4776
H 7.3233 -5.3274 9.8221 0.4767 0.1962 0.7505
C 13.4760 -6.5403 7.8079 0.8423 0.8703 -0.3158
C 12.2700 -7.0154 8.5810 0.9873 0.2385 0.5684
C 11.9514 -6.1502 9.7632 0.1224 0.5250 0.1929
O 11.1468 -6.8297 10.6934 -0.1133 1.3285 -0.1764
C 10.8420 -5.8612 11.7295 -0.0798 -1.0792 1.5203
N 11.1634 -7.0415 7.5624 0.6610 -3.2318 0.1704
H 10.9980 -6.1510 7.1153 -0.6057 1.7775 -0.2987
H 11.4236 -7.6653 6.8119 1.3717 0.1212 -1.0604
H 10.3506 -7.6216 7.7133 -1.3319 0.7692 1.5947
H 13.1982 -5.6282 7.2797 0.0980 0.0668 -0.3211
H 13.9218 -7.2459 7.1068 -0.5729 -0.2510 -0.2105
H 14.3395 -6.2586 8.4105 -0.3143 -0.0597 0.5569
H 12.5523 -7.9489 9.0678 -0.9204 -0.7107 -0.6754
H 11.5221 -5.1849 9.4948 -0.3127 0.0474 -0.2967
H 12.9116 -5.8925 10.2099 0.2744 -0.0890 0.2293
H 11.7275 -5.3677 12.1300 0.3151 0.1755 -0.4838
H 10.4910 -6.4345 12.5875 -0.2960 -0.0444 -0.2372
H 10.0777 -5.1163 11.5078 0.0431 -0.1619 -0.6158
C 4.8388 2.2845 9.2610 0.5878 1.8290 0.1699
C 4.3496 0.9405 8.9324 -4.3182 -1.6659 -1.2544
C 4.9924 0.3705 7.6790 0.5460 -1.5689 1.5192
O 4.5831 -1.0176 7.6136 1.4891 0.3855 -0.1598
C 5.3523 -1.6361 6.5884 -0.1069 0.1680 -1.1864
N 4.0032 -0.1008 10.0768 2.6300 1.2942 -1.1111
H 4.8999 -0.1018 10.5416 0.3647 -0.4416 1.5602
H 3.2099 0.1438 10.6521 -0.3650 0.3434 0.3898
H 3.8722 -1.0696 9.8229 -0.2123 -0.4077 -0.8770
H 4.5940 2.9174 8.4080 -0.1620 -0.1692 -0.4276
H 5.9207 2.3993 9.3278 -0.0827 -0.4094 0.4879
H 4.3416 2.8487 10.0500 0.0600 -0.5816 0.4276
H 3.3195 0.9813 8.5782 -0.2760 0.9091 -0.0288
H 6.0676 0.4851 7.8167 0.3408 -0.4378 -0.2716
H 4.7080 0.8886 6.7632 -0.3025 0.2853 0.1950
H 6.2715 -1.0886 6.3798 0.0223 0.2828 0.0734
H 4.7532 -1.6214 5.6779 0.0411 -0.0131 -0.2449
H 5.7040 -2.6623 6.6944 -0.6136 -0.1757 0.9983
B 7.3150 -7.0332 12.8694 2.0967 0.2553 2.7560
F 7.1708 -8.0007 13.8286 0.6185 -0.8443 1.2674
F 7.6928 -7.6104 11.7447 1.7008 -1.5237 -3.4543
F 6.1175 -6.5287 12.6914 -5.4274 2.2746 -1.1396
F 8.1152 -5.9011 13.2173 0.4339 -0.5478 0.0370
B 1.2110 -2.0987 11.8226 -1.0291 -2.2189 0.2552
F 1.7191 -0.8822 11.4827 0.5699 2.6064 -1.0117
F 2.0512 -3.0644 11.3511 2.7268 -1.5018 -0.8858
F 1.1091 -2.1986 13.1628 0.0606 0.3482 2.2988
F 0.0223 -2.4841 11.2713 -2.0867 0.9747 -1.0091
B 7.2638 0.6807 11.2230 1.4671 0.2992 0.2407
F 8.4337 0.3369 11.8706 0.7564 0.1079 0.8840
F 7.5787 1.0303 9.9266 0.0593 0.7664 -1.3417
F 6.5147 -0.4722 11.1388 -1.6127 -0.9581 0.1610
F 6.6389 1.7458 11.8660 -0.5665 0.0818 0.3076
B 5.8094 -3.7413 16.6928 -0.1536 -0.8433 2.1937
F 6.1576 -4.8422 15.9271 0.9468 -0.8475 -0.9925
F 5.9428 -4.0321 18.0903 0.3256 0.2725 -0.7892
F 6.6081 -2.6631 16.3332 0.3090 0.7365 -0.4131
F 4.4814 -3.5449 16.4405 -1.4255 1.0254 -0.4967
B 11.6549 -2.4482 14.0123 1.7164 1.0321 -0.4449
F 11.3791 -2.0824 12.7192 0.3009 0.1375 -2.7885
F 12.2905 -1.3955 14.6432 1.6108 1.4352 0.7067
F 10.4518 -2.4406 14.5732 -3.5632 -1.6280 2.2357
F 12.4753 -3.5628 14.0603 -0.3305 -0.7653 0.0857
```
Positions in Å, forces in eV/Å.

Values from the calculation:
Frontier orbital gap (spin up / spin down): 3.99 / 9.19 eV
Charge: 0
E_tot: -102830.132 eV
<S²>: 0.751
Multiplicity: 2